# 1
DFT (ωB97M-V with the def2-TZVPD basis set) results for a 6-piece molecular cluster, C24H36N4O12 overall at a distorted geometry.

```
76
Properties=species:S:1:pos:R:3:mulliken_charge:R:1
H 5.2326 5.1210 -2.7461 0.2978
H 6.2679 3.7373 -0.6065 0.2993
O 8.7727 5.3445 -3.8074 -0.6270
H 1.1438 -2.7396 -3.6518 0.3040
C 6.9827 3.4003 -1.3572 -0.9307
N 7.1646 4.2994 -2.4962 0.0881
C -1.4038 0.7538 4.7464 0.4988
O -6.9127 -3.7453 -5.6091 -0.5999
C -5.0812 -6.6357 -4.5056 0.4385
H -0.6095 -3.5635 -7.3645 0.3617
H 9.1142 4.3157 -2.0805 0.2653
O -7.1460 -4.4096 7.9426 -0.5912
H -0.7769 -1.3962 -6.8227 0.2677
H -4.2912 -8.3360 -4.3591 0.3451
O 0.3261 1.8332 1.1292 -0.4634
C -8.2851 -4.5771 7.5368 0.2007
N -8.7319 -5.8442 7.3378 0.0769
H 8.1908 8.4238 2.8627 0.3032
H -4.3968 -4.3699 -1.9693 0.4255
O -4.8646 -7.8585 -4.9631 -0.5224
C 0.3045 2.0882 3.5620 0.2072
H 5.5319 3.6202 -3.6107 0.3140
C -0.3071 1.4475 2.3050 0.8677
H -6.1869 -6.1548 -6.1883 0.4017
O -3.5901 -6.9394 -2.6522 -0.6333
N 0.3919 -2.7780 -5.7945 0.1168
C 7.8383 9.4213 2.6004 -0.8947
C -5.5377 -4.0025 -3.6270 0.5406
C 0.2973 -3.7826 -6.8008 -0.9699
C 1.0164 -3.3197 -4.5658 -0.9534
H 0.4701 -4.1392 -4.0989 0.3394
H -10.6554 -5.3100 6.5213 0.2766
H -2.6755 -0.1823 5.8587 0.3373
O -1.9442 0.4331 5.9478 -0.5307
H -6.6070 -2.4663 -3.6331 0.3309
C -6.2172 -4.4404 -4.8576 0.4832
H 7.8536 3.0652 -0.7938 0.3173
H 10.3422 8.9094 1.9048 0.2739
H -8.0512 -7.7287 6.6710 0.2920
C -7.8464 -7.0031 7.4582 -0.9147
C -1.9787 0.1004 3.5435 0.6532
C -1.3730 0.6125 2.2822 -0.7338
H -6.7873 -6.7575 7.5368 0.3060
H 2.0276 -3.6763 -4.7616 0.3555
H -10.7638 -6.5094 7.7155 0.3167
H 10.4065 10.6582 2.0186 0.3516
H -0.0084 1.9201 5.6793 0.3944
H 0.1408 -4.7418 -6.3073 0.3204
C -5.8087 -5.7647 -5.2549 -0.7497
C 9.9609 9.8313 1.4657 -0.8533
H 8.0470 10.2130 3.3200 0.3485
O -2.9048 -0.6887 3.5545 -0.5970
H -8.9096 -3.7894 7.0875 0.2659
H -8.1735 -7.5531 8.3406 0.3344
H -0.2345 1.5875 0.3897 0.3060
H 8.6537 10.9199 -0.3366 0.2628
C -0.1612 -1.5611 -5.9250 0.2202
N 8.5189 9.9263 1.4134 0.0900
H -10.1571 -6.9964 6.1657 0.2789
C 5.9821 4.5665 -3.3108 -0.8761
H -1.5542 0.2362 1.2862 0.2881
H 6.3000 5.1234 -4.1923 0.3033
O -5.8536 -2.7688 -3.1209 -0.5028
C 8.3774 4.7397 -2.7802 0.1930
O 1.2035 2.8533 3.5099 -0.5075
C -10.1245 -6.1860 6.8940 -0.8422
O 6.6989 11.0207 0.4605 -0.6385
C 7.9325 10.6265 0.4418 0.1681
H 6.6782 2.4601 -1.8170 0.3558
H 1.2137 -3.8714 -7.3843 0.2712
C -4.4059 -6.2153 -3.2727 0.8093
C -4.7078 -4.8424 -2.8893 -0.7668
C -0.4091 1.6161 4.7235 -0.7203
H 10.4244 9.9434 0.4855 0.2968
O -0.1401 -0.7661 -4.9036 -0.6336
H 6.7663 9.2419 2.5192 0.2916
```

F_max: 5.80 eV/Å
HOMO: -9.219 eV
LUMO energy: -2.2 eV
Energy relative to the best compared isomer or geometry (same formula, charge and spin): 4.361 eV
SMILES: O=C1C=C(O)C(=O)C=C1O.O=C1C=C(O)C(=O)C=C1O.CN(C)C=O.CN(C)C=O.CN(C)C=O.CN(C)C=O
Spin multiplicity: 1
Kohn-Sham gap: 7.0 eV

***

# 2
DFT (ωB97M-V with the def2-TZVPD basis set) results for C36H28FGaNO6S as an isolated structure at a distorted geometry.

```
74
Properties=species:S:1:pos:R:3:mulliken_charge:R:1
C 1.6855 -7.4795 -2.5084 -0.3897
H 0.7761 3.9728 -0.6715 0.5749
O -2.4774 2.4578 -5.5489 -0.7057
H 0.4414 5.1801 -2.8092 0.3929
O -4.2865 -4.4018 -1.2484 -0.6729
C -1.3431 -3.8068 0.9125 -0.3178
H -2.8995 -2.0788 -2.0876 0.5174
C 3.5376 3.8879 3.4319 0.2344
C -3.6131 -0.0880 -5.3279 -0.6220
H -2.0083 -3.2082 2.9874 0.2745
H -3.1721 -7.6877 -2.1882 0.2547
H -3.8180 0.4641 -6.2375 0.4372
H 1.1930 9.4056 5.0506 0.3918
H -0.2696 -3.5109 1.0285 0.2427
C 0.2582 -6.0850 -0.9796 0.0684
C -1.7936 0.3776 -2.0519 0.4389
H 1.1461 9.2406 2.5797 0.3986
C -2.5898 -0.2301 -3.1456 0.0938
H -4.5457 -6.8398 -3.1250 0.3057
C 2.0584 7.4628 5.3178 -0.5916
C -1.4079 2.4137 -3.4555 0.0912
C 1.5259 -5.5399 -0.5100 0.1037
H -1.1483 -4.7856 2.9336 0.2342
H 1.8454 -8.2437 -3.3028 0.3118
H 3.8253 -7.0964 -2.2746 0.2810
C 4.5965 1.7306 3.5511 -0.5008
H -1.9459 -2.9328 0.5619 0.1956
C -0.0250 4.2139 -2.6533 -0.5718
H 1.4594 -4.7717 0.3010 0.2195
C 3.1051 5.2154 5.5082 0.5157
C 0.3471 -7.1027 -2.0430 -0.2927
C 4.0122 2.7409 2.8021 -0.5768
N 2.7806 -5.8703 -0.9192 -0.5890
H -4.2440 -3.0903 -3.8829 0.4385
O 2.8507 4.8651 1.4095 -0.6885
O -1.6222 -0.2142 -1.0046 -0.6589
C -4.1227 -1.3692 -5.1659 -0.5921
C 2.4790 6.2103 3.2991 0.2100
H -0.2666 1.7643 -0.3243 0.4895
H 4.3131 3.0930 6.6413 0.4600
H 5.1750 1.0758 5.5153 0.3919
H -4.6874 -7.1669 -1.3370 0.2770
C 2.9462 4.9772 2.6164 0.6154
C -3.9781 -6.9086 -2.1606 -0.9160
C -2.2616 1.8335 -4.5246 0.6577
C -2.8361 0.4821 -4.3248 0.3253
C -0.8132 3.6577 -3.6501 -0.5173
C 4.7098 1.8621 4.9325 -0.4491
C 1.5569 8.5103 4.5599 -0.4474
C -1.2006 1.7247 -2.2608 0.0474
C 2.8110 -6.8003 -1.9025 -0.1746
H -2.0542 -6.6739 0.7566 -0.2789
C 2.5314 6.3143 4.6897 0.2098
C -3.8575 -2.0874 -4.0029 -0.3497
S -3.2195 -5.2519 -1.8455 0.8192
H 1.9513 7.1954 1.4618 0.4795
H 2.0849 7.5422 6.3979 0.4616
Ga -1.5668 -5.4997 -0.2381 0.3382
H -0.9610 4.1918 -4.5812 0.4430
C 1.9812 7.2668 2.5424 -0.5226
H -0.5701 -7.5540 -2.4805 0.1578
C 4.2254 2.9973 5.5657 -0.5587
C -0.4208 2.2926 -1.2576 -0.6781
H 4.9687 0.8400 3.0586 0.4111
C 0.1653 3.5342 -1.4532 -0.3073
H 3.9302 2.6365 1.7269 0.4891
O 3.1473 5.3047 6.7203 -0.6712
F -3.1130 -4.8273 2.3543 -0.2994
C 3.6330 4.0116 4.8192 0.2172
O -2.7496 -4.6955 -3.1432 -0.6531
H -4.7242 -1.8133 -5.9509 0.3786
C -1.8700 -4.1346 2.3666 -0.4817
C -3.0977 -1.5167 -2.9921 -0.3437
C 1.5268 8.4162 3.1712 -0.4775
```

F_max: 2.85 eV/Å
HOMO: -5.679 eV
LUMO energy: 0.1 eV
Net charge: -1
Spin multiplicity: 1
Kohn-Sham gap: 5.8 eV

***

# 3
DFT (ωB97M-V with the def2-TZVPD basis set) results for C21H22N5O6S3 as an isolated structure at a distorted geometry.

```
57
Properties=species:S:1:pos:R:3:mulliken_charge:R:1
H 1.8714 2.5790 -3.2686 0.3616
H 0.0434 8.1142 -0.3821 0.3463
N 0.2078 0.7582 3.2234 -0.5955
H -2.4439 7.2405 2.9980 0.3638
O -0.6323 -4.1679 2.2195 -0.6032
C -1.2404 7.8676 1.3310 -0.5220
C 0.9460 1.0633 2.1222 -0.2950
O -2.2224 -2.8243 3.5103 -0.7252
H -1.4627 8.9217 1.4357 0.3543
H 0.4036 -1.8711 0.0715 0.4729
N -2.5744 -2.8341 1.0109 -0.3550
H -1.8733 4.8323 2.6784 0.3801
H -0.3396 4.2142 0.8106 0.4934
C -1.4685 5.5926 2.0234 -0.6655
O -1.6397 -4.8227 -0.4665 -0.5551
H 3.8702 -7.8211 -2.1492 0.3493
N 3.1511 -4.5410 -2.4403 -0.5684
C -0.6176 5.2489 0.9848 -0.1856
H 1.6528 0.4066 0.1157 0.2882
C 3.8182 -5.6989 -2.4859 -0.2848
N 3.1352 2.3651 -1.6680 -0.5774
C 3.2833 -6.9132 -2.0875 -0.2630
O -4.6105 -4.8621 -2.1326 -0.6199
S -2.8099 -4.2580 0.1967 0.8955
N -0.0834 6.1338 0.1359 -0.2301
C -1.7830 6.9306 2.1969 -0.1406
C 3.6590 2.9576 -0.5918 -0.2588
O -3.5611 -5.1834 1.0420 -0.6029
C 1.2692 -5.7449 -1.5502 -0.1698
C -0.4690 -1.4402 2.1421 -0.0842
C 1.9815 -6.9313 -1.6094 -0.4533
H -5.5841 -1.7256 -0.9944 0.2976
H -5.2741 -2.6850 0.5010 0.2967
C 2.4824 4.9874 -0.9895 -0.1045
H 0.2516 -5.7195 -1.1824 0.5482
C -5.5198 -2.7695 -0.5982 -0.8502
C 0.3457 -1.1758 0.9330 -0.5362
C -0.4028 7.4191 0.3224 -0.1903
H 3.8151 4.6874 0.6761 0.3703
C 3.3647 4.2580 -0.2097 -0.3509
O -3.5035 -2.7104 -2.3106 -0.6480
H 2.2289 6.0040 -0.7245 0.3453
H 1.4816 2.0380 2.0813 0.4078
S -1.4721 -2.9768 2.2522 1.1822
C 2.2834 3.0887 -2.4037 -0.2709
C 1.9281 4.3954 -2.1115 -0.2729
C 1.0359 0.1099 1.0028 -0.1619
H 1.3782 -3.6316 -1.9531 0.4409
S -4.1335 -3.6864 -1.4103 1.0457
H 4.8337 -5.6337 -2.8639 0.3363
C 1.8961 -4.5844 -1.9769 -0.2565
H 1.2343 4.9339 -2.7436 0.3677
C -0.4447 -0.4267 3.1751 -0.0412
H 4.3457 2.3465 -0.0148 0.3896
H -6.4814 -3.3338 -0.6589 0.3162
H -1.0774 -0.6604 4.0718 0.3950
H 1.5270 -7.8608 -1.2866 0.3939
```

F_max: 4.00 eV/Å
HOMO: -6.266 eV
LUMO energy: 2.1 eV
Net charge: -1
Energy relative to the best compared isomer or geometry (same formula, charge and spin): 0.000 eV
Spin multiplicity: 1
Kohn-Sham gap: 8.3 eV

***

# 4
DFT (ωB97M-V with the def2-TZVPD basis set) results for C34H36Cl2N5O4RuS2 as an isolated structure.

```
84
Properties=species:S:1:pos:R:3:mulliken_spin:R:1
Cl 4.5661 2.0685 -2.9020 0.0001
H 3.3051 3.9291 1.3648 0.0008
N 2.7320 1.8707 1.3076 0.0438
O 2.0715 0.9690 -1.8057 0.0624
H 0.1710 -0.6348 4.1578 0.0019
C 1.3595 -1.8138 1.8085 -0.0485
H -6.4974 -3.9048 0.5152 -0.0045
C 0.4268 2.6699 -4.5871 -0.0020
H -3.5905 2.7395 0.8261 0.0020
H 3.6436 3.5256 -5.1393 0.0001
C 0.9544 -2.3561 -1.8395 0.0129
H 1.7556 3.0520 5.6442 0.0018
H 4.1100 0.3548 1.6927 -0.0012
C 1.3811 0.4423 2.7606 0.0337
C 0.5914 1.8989 -3.4318 -0.0140
C 1.3470 -2.5406 0.5973 0.0536
N -0.4358 1.6522 0.6533 1.0831
H -2.0513 3.9063 2.5573 0.0007
H -4.3383 -2.7930 0.9211 0.0459
C 1.5040 3.2604 -5.1916 0.0009
N 1.2401 -0.4358 1.6881 0.0224
C 1.5225 -3.9372 2.9676 -0.0116
C 1.3454 -3.9147 0.5835 -0.0176
H 1.6316 3.5692 0.8316 0.0031
C 1.8717 1.6656 -2.8359 0.0113
C 1.4105 -4.6321 1.7791 0.0195
H 1.2771 -4.4393 -0.3589 0.0006
H 4.4122 1.3019 0.2193 0.0012
C -2.5974 -1.9619 -1.2346 0.2632
H 4.7891 1.9900 1.8265 0.0006
S -3.1372 -2.2979 -3.6027 0.0428
N 1.4904 -1.7413 -0.6150 -0.0198
C 2.7866 3.0717 -4.6584 -0.0009
S -1.7238 -1.5247 0.2260 0.2873
C 2.1077 1.6434 2.5687 -0.0155
H 1.5853 -2.0340 3.9368 0.0042
C 2.2353 2.5528 3.6067 -0.0077
H 3.3582 -1.1176 0.1111 -0.0139
Cl 1.3088 4.2473 -6.6297 0.0001
O -2.5810 -3.3940 -4.3883 0.0228
H -0.1105 -2.5329 -1.7365 0.0042
H -2.5059 0.2633 1.8718 0.0228
H 1.4847 -3.2858 -2.0769 -0.0035
C -3.8634 -2.5957 -1.1803 0.0368
C -5.8811 -3.6074 -0.3276 -0.0607
C -2.0983 1.1377 2.3799 0.0640
H -1.5454 1.4661 -3.4344 0.0002
C 4.0851 1.3547 1.2596 0.0028
H -2.8707 1.6050 2.9984 0.0002
H 1.3711 -5.7136 1.7682 0.0014
C -2.6581 2.4562 0.3276 0.0861
H -5.8784 -3.6905 -3.7386 -0.0042
C -0.6127 1.3072 -2.8648 -0.0167
H 1.1134 -1.6480 -2.6516 -0.0066
H -2.8407 1.5654 -0.2745 -0.0119
C 0.9278 1.1604 5.0414 -0.0100
N -2.1123 -1.7646 -2.4958 0.1096
C -1.1691 3.4496 2.0984 0.0626
C 0.7933 0.2373 4.0124 0.0262
H -0.4367 3.2398 2.8797 -0.0163
H 2.7991 3.4626 3.4343 0.0004
H -1.2926 0.7962 3.0285 -0.0148
H 2.9981 3.2162 -0.2323 -0.0010
C -6.3419 -3.8749 -1.6394 0.2382
H -2.3484 3.2705 -0.3309 -0.0023
H 3.1355 -0.9030 -1.6338 0.0115
C 2.9612 2.3068 -3.5418 0.0066
Ru 0.4224 0.1935 -0.0681 2.4073
O -0.6810 0.6413 -1.8423 0.0130
H -0.7328 4.1647 1.3989 -0.0061
C -5.5525 -3.4976 -2.7227 -0.0935
C 1.5043 -2.5441 2.9886 0.0198
C -4.3488 -2.8732 -2.4878 0.1555
H 0.4388 0.9709 5.9898 -0.0001
C 2.6635 3.2247 0.8048 -0.0033
O -3.6590 -1.2140 -4.4294 0.0230
H 1.6013 -4.4738 3.9065 -0.0009
C -4.6789 -2.9868 -0.0884 0.1113
H -0.5674 2.7916 -5.0009 -0.0001
C 2.9503 -1.5613 -0.7902 0.0246
C 1.6516 2.3253 4.8482 0.0151
H 3.4104 -2.5438 -0.9526 -0.0033
C -1.5695 2.1615 1.3709 -0.0848
H -7.2945 -4.3655 -1.7974 0.0315
```

F_max: 0.56 eV/Å
HOMO (alpha / beta): 0.657 / -2.015 eV
LUMO energy (alpha / beta): 4.0 / 4.0 eV
Net charge: -2
Energy relative to the best compared isomer or geometry (same formula, charge and spin): 0.653 eV
Spin multiplicity: 6
Kohn-Sham gap (alpha / beta): 3.3 / 6.0 eV

***

# 5
DFT (ωB97M-V with the def2-TZVPD basis set) results for a 2-piece molecular cluster, C3H10N2 overall at a distorted geometry.

```
15
Properties=species:S:1:pos:R:3:mulliken_spin:R:1
C -3.1772 -0.5455 1.6766 0.1209
N 3.0451 0.8785 -2.3579 -0.0007
N -2.2726 -1.5063 1.8832 0.4063
H 3.1735 1.9723 -0.6190 -0.0001
C -3.5425 -0.0973 0.4529 0.4360
H -1.6900 -1.9211 1.1595 -0.0108
H 3.7606 1.2226 -2.9774 0.0001
C 3.4143 0.9865 -0.9320 0.0010
H 4.4058 0.7531 -0.7652 -0.0006
H 3.3369 -0.1012 -2.4579 0.0000
H -4.2011 0.8064 0.1935 0.0186
H -3.2818 -0.7443 -0.3012 0.0302
H -3.4076 0.0554 2.5557 0.0108
H 2.8557 0.2822 -0.3350 0.0003
H -2.4191 -2.0414 2.8243 -0.0120
```

F_max: 3.07 eV/Å
HOMO (alpha / beta): -11.794 / -11.794 eV
LUMO energy (alpha / beta): -4.2 / -8.1 eV
Net charge: +1
Energy relative to the best compared isomer or geometry (same formula, charge and spin): 1.479 eV
Spin multiplicity: 2
Kohn-Sham gap (alpha / beta): 7.6 / 3.7 eV

***

# 6
DFT (ωB97M-V with the def2-TZVPD basis set) results for one molecule with the formula C2H5NOS at a distorted geometry.

```
10
Properties=species:S:1:pos:R:3:mulliken_charge:R:1
H 0.2901 1.4399 0.3188 0.4044
H -2.1906 0.2452 0.9761 0.2949
H 3.3480 -0.8682 -0.1145 0.3299
C -1.8485 -0.0864 -0.0188 -0.8952
N 1.9785 0.4563 -0.1061 -0.3958
S -0.2533 -0.9421 0.0197 0.0295
H -2.6144 -0.6767 -0.5136 0.3289
O 2.4344 -0.8502 0.0484 -0.3686
C 0.6804 0.4928 0.0854 -0.0198
H -1.8244 0.7894 -0.6953 0.2919
```

F_max: 4.10 eV/Å
HOMO: -8.559 eV
LUMO energy: 0.9 eV
Energy relative to the best compared isomer or geometry (same formula, charge and spin): 2.722 eV
SMILES: CS/C=N\O
Spin multiplicity: 1
Kohn-Sham gap: 9.5 eV

***

The highest F_max belongs to which entry?
C24H36N4O12

***

Which of these has the highest spin multiplicity?
C34H36Cl2N5O4RuS2

***

spin multiplicity of number 4 (C34H36Cl2N5O4RuS2)?
6